Entry 1:
Formula: C2H3BrN
Source: the OMol25 dataset
Level of theory: ωB97M-V/def2-TZVPD

Each line ends with the Löwdin charge.
Positions of all 7 atoms, in Å:
C -0.20699 -0.25307 -0.42504  -0.09
C -1.04705 -1.15890 0.02679  -0.59
N 0.74041 0.72181 -0.05743  0.18
Br -2.50678 -2.15295 0.13200  0.94
H 1.38258 1.05688 -0.76932  0.18
H 1.26275 0.19757 0.58121  0.15
H 0.37508 1.58867 0.51180  0.25

The structure (SMILES) is [NH3+]C#CBr. The value obtained for the LUMO energy is -4.90 eV. Its charge is +1. Its total energy is -2706.3688 a.u. The orbital gap comes out at 0.35446 hartree. As for the relative energy (zero: lowest compared OMol25 entry of this formula, charge and spin): 61.5 kJ/mol. The value obtained for the highest occupied orbital energy is -14.54 eV.

Entry 2:
Formula: C4H6OS2
Source: the OMol25 dataset
Level of theory: ωB97M-V/def2-TZVPD

Each line ends with the Löwdin charge.
Positions of all 13 atoms, in Å:
C -1.09999 -0.10558 0.70376  -0.66
C -0.29403 -0.83230 -0.18914  -0.56
C 1.97497 0.46431 0.00553  -0.63
C -0.19407 0.66330 -0.22574  -0.25
H -2.93835 -1.53629 -0.55761  0.04
H -0.75350 0.15534 1.68425  0.12
H -0.96848 -1.44502 -0.74735  0.06
H 2.82070 0.78766 0.52975  0.09
H 2.35264 0.63560 -0.98567  0.09
H -0.60860 1.24125 -0.90701  0.09
O 1.07266 1.27850 0.30600  -0.07
S -2.78747 -0.06925 0.14346  0.74
S 1.42350 -1.23752 0.23977  0.95

The structure (SMILES) is S[C@@H]1[C@H]2OCS[C@@H]12. The value obtained for the LUMO energy is 0.17 eV. Its total energy is -1027.4655 a.u. The orbital gap comes out at 0.33476 hartree. As for the relative energy (zero: lowest compared OMol25 entry of this formula, charge and spin): 435.9 kJ/mol. The value obtained for the highest occupied orbital energy is -8.94 eV.

Entry 3:
Formula: C5H7NO
Source: the OMol25 dataset
Level of theory: ωB97M-V/def2-TZVPD

Each line ends with the Löwdin charge.
Positions of all 14 atoms, in Å:
C 1.86914 -0.69448 0.59422  -0.11
C 1.24255 0.35630 -0.27834  -0.18
C 0.45193 0.09878 -1.29331  -0.23
N -0.38092 -0.10703 -2.17067  0.13
C -1.40856 0.08232 1.00395  -0.25
O -0.81667 -0.40983 1.87684  0.17
C -2.15617 0.57727 0.03475  -0.04
H 1.54450 -1.70108 0.31321  0.08
H 2.95565 -0.64035 0.49959  0.07
H 1.60787 -0.54664 1.64829  0.06
H 1.44660 1.40506 -0.08167  0.11
H -3.12159 0.10208 -0.07908  0.08
H -1.28356 -0.07165 -1.66020  0.02
H -1.95078 1.54924 -0.40759  0.09

The structure (SMILES) is CC=C=N.C=C=O. The value obtained for the LUMO energy is 0.76 eV. Its total energy is -324.6216 a.u. The orbital gap comes out at 0.35206 hartree. As for the relative energy (zero: lowest compared OMol25 entry of this formula, charge and spin): 270.1 kJ/mol. The value obtained for the highest occupied orbital energy is -8.82 eV.

Entry 4:
Formula: C2H8FNO6V
Source: the OMol25 dataset
Level of theory: ωB97M-V/def2-TZVPD

Each line ends with the Löwdin charge.
Positions of all 19 atoms, in Å:
O -0.51251 2.40055 -1.56289  -0.25
V -0.21434 1.01827 -2.36149  1.20
N -1.96763 -0.63206 -1.17965  -0.48
O -1.81598 -1.77890 -1.73478  0.05
O -1.45654 0.29771 -1.73110  -0.16
O -2.61218 -0.48702 -0.13772  0.12
F 0.73135 0.38359 -1.14393  -0.29
C 1.13597 -1.38818 0.48472  -0.15
O 2.26229 -1.94779 -0.21896  -0.11
H 1.30167 -0.31334 0.55795  0.05
H 0.22206 -1.47007 -0.10365  0.06
H 0.94688 -1.94880 1.40018  0.10
H 2.83773 -1.91099 0.54857  0.07
C -0.33002 1.20892 1.49794  -0.14
O 0.62178 1.75622 0.58170  -0.16
H -0.91478 2.07236 1.81516  0.08
H -0.99371 0.51931 0.97636  0.06
H -0.00082 0.99844 2.51550  0.08
H 0.75878 1.22178 -0.20392  -0.11

The value obtained for the LUMO energy (spin up / spin down) is -2.19 / -2.21 eV. The spin multiplicity is 2. Its total energy is -1630.7229 a.u. Its expectation value of S² is 0.78. The orbital gap (spin up / spin down) comes out at 0.25329 / 0.25378 hartree. The value obtained for the highest occupied orbital energy (spin up / spin down) is -9.08 / -9.11 eV.

What F_max values result from the calculations? In sequence: 7.87; 9.44; 0.98; 11.84 eV Å⁻¹.